No. 1
Entry from OMol25: an isolated molecule of C31H31BO4 in a non-equilibrium geometry (the ωB97M-V functional and the def2-TZVPD basis).

ORCA input file:
```
! wB97M-V def2-TZVPD RIJCOSX def2/J DEFGRID3
* xyz 0 1
C 1.209 4.440 1.717
C 0.999 3.033 2.018
C 1.025 2.431 3.249
C 0.732 1.108 3.105
C 0.527 0.792 1.639
B -0.454 -0.369 -2.904
C 1.698 0.011 1.285
C 2.730 0.166 0.374
C 3.706 -0.813 0.778
C 3.047 -1.704 1.616
C 3.356 -2.898 2.369
O 1.797 -1.226 1.874
C -0.653 0.044 1.031
C -1.935 0.850 1.054
C -2.925 0.247 1.803
C -2.306 -0.875 2.383
C -2.920 -2.026 3.036
O -0.998 -0.955 2.047
C -0.003 1.055 -2.145
C -0.896 2.116 -1.883
C -0.261 3.272 -2.368
C 1.071 2.979 -2.501
C 2.116 3.746 -3.133
O 1.289 1.627 -2.205
O 0.716 2.130 1.071
H 2.029 4.836 2.327
H 1.420 4.653 0.655
H 0.320 5.020 2.020
H 1.186 2.985 4.175
H 0.837 0.365 3.867
H 2.869 0.949 -0.378
H 4.754 -0.805 0.492
H 3.978 -3.563 1.787
H 3.904 -2.600 3.260
H 2.431 -3.396 2.658
H -1.979 1.865 0.669
H -3.980 0.549 1.833
H -3.268 -1.777 4.048
H -3.795 -2.407 2.488
H -2.176 -2.823 3.072
H -1.934 2.016 -1.503
H -0.763 4.195 -2.622
H 1.697 4.228 -4.048
H 2.519 4.599 -2.552
H 2.908 3.084 -3.438
C 0.484 -1.992 -0.701
C 1.642 -2.244 -1.704
C 1.512 -1.874 -3.141
C 0.396 -1.302 -3.746
C -0.428 -0.584 -0.291
C -1.776 -1.230 -0.755
C -2.561 -0.623 -1.726
C -3.939 -0.876 -1.816
C -4.497 -1.975 -1.152
C -3.644 -2.793 -0.400
C -2.309 -2.456 -0.211
H -0.269 -2.671 -1.176
H 0.731 -2.560 0.248
H 2.586 -1.878 -1.297
H 1.745 -3.370 -1.749
H 2.379 -2.078 -3.756
H 0.212 -1.344 -4.828
H -2.111 0.096 -2.446
H -4.557 -0.258 -2.489
H -5.566 -2.218 -1.250
H -4.017 -3.723 0.024
H -1.636 -3.202 0.237
*
```

The calculation puts the largest force on an atom at 6.34 eV/A. The LUMO energy comes out at -0.719 eV. The value obtained for the HOMO-LUMO gap is 3.51 eV. Its energy is -1525.11039 a.u. The relative energy (zero: lowest compared OMol25 entry of this formula, charge and spin) is 1134.8 kJ/mol.

These are the natural (NBO) partial charges, in e, on atoms 1 to 4: -0.670, 0.336, -0.320, -0.219

No. 2
Entry from OMol25: a cluster of 2 separate species, C4H8N3 in total in a non-equilibrium geometry (the ωB97M-V functional and the def2-TZVPD basis).

ORCA input file:
```
! wB97M-V def2-TZVPD RIJCOSX def2/J DEFGRID3
* xyz 1 1
C 0.907 -3.057 -0.315
C 0.501 -2.248 0.504
C -0.404 0.494 -0.242
C -1.286 1.526 -0.738
N -0.914 -0.435 0.562
N 0.906 0.546 -0.399
N -0.209 -1.377 1.160
H 1.147 -3.949 -0.856
H -1.902 1.795 0.197
H -1.951 1.244 -1.656
H -0.626 2.324 -1.105
H 1.444 1.060 -1.163
H 1.356 -0.363 -0.242
H -0.718 -1.893 1.947
H 1.051 -1.144 2.726
*
```

The calculation puts the largest force on an atom at 5.40 eV/A. The LUMO energy (spin up / spin down) comes out at -6.872 / -4.806 eV. The value obtained for the HOMO-LUMO gap (spin up / spin down) is 7.88 / 9.26 eV. Its energy is -320.96378 a.u. The relative energy (zero: lowest compared OMol25 entry of this formula, charge and spin) is 859.9 kJ/mol.

These are the natural (NBO) partial charges, in e, on atoms 1 to 4: -0.075, 0.031, 0.508, -0.691

No. 3
Entry from OMol25: a structure of composition C5H8N2O2S2 in a non-equilibrium geometry (the ωB97M-V functional and the def2-TZVPD basis).

ORCA input file:
```
! wB97M-V def2-TZVPD RIJCOSX def2/J DEFGRID3
* xyz 0 1
C 0.461 -2.021 -0.201
C -0.640 -2.127 0.840
C 0.900 2.078 0.426
C -0.092 0.908 0.275
C -2.245 0.356 -0.845
H 3.630 -0.163 -0.114
H 0.333 -2.402 -1.190
H -0.217 -2.023 1.877
H 1.440 2.450 -0.488
H 0.259 2.944 0.911
H 1.824 1.880 1.122
H -1.384 2.191 -0.675
H -2.984 0.829 -1.488
N 1.473 -1.255 0.211
N -1.297 1.261 -0.468
O -1.857 -2.202 0.578
O 0.107 -0.218 0.582
S 2.799 -1.283 -0.782
S -2.507 -1.202 -0.570
*
```

The calculation puts the largest force on an atom at 7.68 eV/A. The LUMO energy comes out at -0.404 eV. The value obtained for the HOMO-LUMO gap is 5.24 eV. Its energy is -1251.29736 a.u. The relative energy (zero: lowest compared OMol25 entry of this formula, charge and spin) is 974.9 kJ/mol.

These are the natural (NBO) partial charges, in e, on atoms 1 to 4: -0.052, 0.074, -0.737, 0.604

No. 4
Entry from OMol25: a cluster of 2 separate species, C9H17BN2 in total in a non-equilibrium geometry (the ωB97M-V functional and the def2-TZVPD basis).

ORCA input file:
```
! wB97M-V def2-TZVPD RIJCOSX def2/J DEFGRID3
* xyz 0 1
B -4.417 0.833 -0.071
C -2.320 -0.403 1.100
C -3.280 0.242 0.690
C -4.655 1.125 -1.532
C -5.730 1.481 -0.530
C 1.050 0.075 0.374
C 2.635 1.737 -0.684
C 2.999 1.096 1.816
C 0.745 -3.582 0.418
C 2.480 0.632 0.440
N 0.674 -1.171 0.286
N 1.480 -2.255 0.319
H -1.478 -0.574 1.639
H -4.250 1.985 -2.075
H -4.952 0.330 -2.335
H -6.604 0.754 -0.420
H -5.884 2.496 -0.145
H 0.279 0.821 0.384
H 3.752 1.957 -0.748
H 2.228 2.718 -0.406
H 2.211 1.317 -1.685
H 4.029 1.344 1.611
H 2.832 0.452 2.743
H 2.504 1.975 2.037
H 1.125 -4.004 1.362
H -0.301 -3.400 0.233
H 1.194 -4.165 -0.345
H 2.998 -0.251 0.082
H -0.286 -1.357 0.311
*
```

The calculation puts the largest force on an atom at 4.21 eV/A. The LUMO energy (spin up / spin down) comes out at -0.432 / -0.432 eV. The value obtained for the HOMO-LUMO gap (spin up / spin down) is 6.54 / 6.54 eV. Its energy is -487.22720 a.u. The relative energy (zero: lowest compared OMol25 entry of this formula, charge and spin) is 550.4 kJ/mol.

These are the natural (NBO) partial charges, in e, on atoms 1 to 4: 0.707, -0.197, -0.287, -0.735

No. 5
Entry from OMol25: an isolated molecule of C4H5F3 in a non-equilibrium geometry (the ωB97M-V functional and the def2-TZVPD basis).

ORCA input file:
```
! wB97M-V def2-TZVPD RIJCOSX def2/J DEFGRID3
* xyz 0 1
C 1.323 -0.372 0.488
C 2.399 -0.299 -0.313
C -1.237 0.067 -0.009
C -0.034 -0.867 0.030
F 3.562 0.104 0.124
F -0.405 -1.788 0.982
F 0.237 -1.663 -1.128
H 1.245 -0.311 1.629
H 2.457 -0.483 -1.352
H -1.779 -0.247 -0.852
H -1.784 -0.154 0.874
H -0.832 1.060 0.028
*
```

The calculation puts the largest force on an atom at 2.59 eV/A. The LUMO energy comes out at 1.014 eV. The value obtained for the HOMO-LUMO gap is 11.18 eV. Its energy is -454.96848 a.u. The relative energy (zero: lowest compared OMol25 entry of this formula, charge and spin) is 29.6 kJ/mol.

These are the natural (NBO) partial charges, in e, on atoms 1 to 4: -0.382, 0.283, -0.669, 0.683

No. 6
Entry from OMol25: a cluster of 2 separate species, CN3O2S2 in total in a non-equilibrium geometry (the ωB97M-V functional and the def2-TZVPD basis).

ORCA input file:
```
! wB97M-V def2-TZVPD RIJCOSX def2/J DEFGRID3
* xyz -1 1
C 1.867 0.310 -0.527
N 2.725 -0.195 -1.135
N 0.919 0.804 0.173
N -0.045 1.421 0.419
O -1.452 -1.047 -0.938
O -3.491 -0.395 0.264
S -1.579 -2.174 1.794
S -2.075 -0.825 0.316
*
```

The calculation puts the largest force on an atom at 2.91 eV/A. The LUMO energy (spin up / spin down) comes out at 1.561 / 1.630 eV. The value obtained for the HOMO-LUMO gap (spin up / spin down) is 4.64 / 4.66 eV. Its energy is -1149.12499 a.u. The relative energy (zero: lowest compared OMol25 entry of this formula, charge and spin) is 532.3 kJ/mol.

These are the natural (NBO) partial charges, in e, on atoms 1 to 4: 0.342, -0.416, -0.217, -0.096